Below is a molecular structure, C12H16ClN2O2RhS, with properties calculated with ωB97M-V with the def2-TZVPD basis set.

Each line ends with the Löwdin charge.
Element x y z (Å)
Rh (-0.22, -0.11, 0.16)  1.041
Cl (-2.24, 6.72, -1.13)  0.709
S (-0.54, -2.66, -2.04)  0.897
O (-0.18, 1.39, 1.52)  -0.153
O (-0.48, 1.14, -1.37)  -0.184
N (1.81, -0.68, 2.24)  -0.045
N (1.78, -0.56, 0.81)  -0.046
C (-0.36, -1.53, -1.06)  -0.764
C (2.97, -0.85, 4.31)  -0.036
C (-1.72, 5.08, -1.13)  -0.663
C (-1.30, 3.06, -2.39)  0.013
C (-1.70, 4.36, -2.34)  -0.052
C (-0.52, 2.57, 1.25)  -0.133
C (4.14, 0.22, 2.38)  -0.042
C (3.17, -0.88, 2.80)  -0.634
C (-1.33, 4.46, 0.01)  -0.049
C (3.69, -2.25, 2.37)  -0.041
C (-0.91, 3.10, 0.00)  -0.130
C (-0.89, 2.38, -1.22)  -0.308
H (2.27, -1.63, 4.63)  0.092
H (-1.28, 2.51, -3.32)  0.129
H (-1.33, 5.00, 0.95)  0.122
H (4.63, -2.47, 2.88)  0.096
H (5.10, 0.09, 2.88)  0.096
H (2.39, 0.18, 0.46)  0.112
H (1.42, 0.18, 2.61)  0.090
H (2.12, -1.44, 0.43)  0.097
H (-0.50, 3.27, 2.10)  0.147
H (3.92, -1.01, 4.82)  0.095
H (3.76, 1.21, 2.65)  0.091
H (2.97, -3.03, 2.63)  0.093
H (3.90, -2.30, 1.30)  0.076
H (-2.01, 4.86, -3.25)  0.120
H (2.58, 0.12, 4.64)  0.089
H (4.35, 0.21, 1.30)  0.076

The largest force on an atom comes out at 0.7 eV Å⁻¹. The value obtained for the frontier orbital gap (spin up / spin down) is 7.129 / 6.846 eV. The total charge is +1. The energy above the lowest of the compared OMol25 structures with the same formula, charge and spin comes out at 0.492 eV. Its LUMO energy (spin up / spin down) is -4.345 / -4.609 eV. As for the spin multiplicity: 2.


Below is a molecular structure, C12H16F6MoNO4S2Si2, with properties calculated with ωB97M-V with the def2-TZVPD basis set.

Each line ends with the Löwdin charge.
Element x y z (Å)
Mo (-0.01, -0.31, -0.54)  1.402
S (-1.44, -2.30, -1.88)  0.822
S (1.42, -2.29, -1.89)  0.823
Si (0.01, -0.44, 2.04)  0.661
Si (0.00, 2.04, -1.39)  0.597
F (2.62, -3.62, 0.08)  0.229
F (2.43, -4.71, -1.78)  0.256
F (-2.60, -3.66, 0.09)  0.231
F (-2.45, -4.72, -1.79)  0.257
F (-3.90, -3.12, -1.56)  0.256
F (3.89, -3.11, -1.61)  0.255
O (1.54, -1.98, -3.25)  -0.157
O (-1.57, -1.97, -3.24)  -0.158
O (1.71, -1.01, -0.94)  -0.476
O (-1.73, -1.02, -0.92)  -0.475
N (0.00, -2.73, -1.27)  -0.349
C (-1.58, -1.22, 2.59)  -0.147
C (1.62, 2.54, -2.11)  -0.128
C (1.59, -1.23, 2.56)  -0.148
C (2.75, -3.59, -1.22)  -0.660
C (-2.75, -3.61, -1.20)  -0.661
C (0.00, 4.10, 1.48)  0.029
C (0.02, 2.31, 3.04)  -0.003
C (-1.62, 2.54, -2.11)  -0.128
C (-0.01, 1.83, 0.65)  -0.233
C (-0.01, 3.23, 0.40)  -0.138
C (0.01, 1.38, 1.99)  -0.277
C (0.01, 3.65, 2.79)  0.018
H (-0.01, 5.16, 1.28)  0.151
H (2.42, -1.10, 1.85)  0.043
H (2.48, 2.08, -1.63)  0.065
H (-1.61, 2.27, -3.17)  0.071
H (1.46, -2.30, 2.76)  0.056
H (0.03, 1.96, 4.07)  0.138
H (-1.88, -0.70, 3.50)  0.068
H (0.02, 4.37, 3.59)  0.150
H (-0.03, 3.74, -0.56)  0.097
H (1.89, -0.73, 3.49)  0.069
H (-1.72, 3.63, -2.05)  0.079
H (-2.41, -1.11, 1.87)  0.043
H (-2.49, 2.08, -1.63)  0.065
H (-1.45, -2.28, 2.81)  0.056
H (1.72, 3.63, -2.04)  0.080
H (1.61, 2.27, -3.17)  0.071

The largest force on an atom comes out at 1.6 eV Å⁻¹. The value obtained for the frontier orbital gap is 7.328 eV. The total charge is +3. Its LUMO energy is -12.373 eV.